A structure of composition C38H63F6MnN5O8S2Si, computed with ωB97M-V with the def2-TZVPD basis set.

XYZ file:
```
124
C38H63F6MnN5O8S2Si, DFT ωB97M-V with the def2-TZVPD basis set
Mn 0.259 -0.006 0.332
C 7.046 0.789 1.488
C 6.432 1.440 0.240
C 7.099 0.874 -1.023
C 6.670 2.948 0.298
C 4.953 1.095 0.190
C 4.540 -0.234 0.179
C 3.201 -0.546 0.137
N 2.249 0.394 0.108
C 2.620 1.685 0.140
C 3.948 2.059 0.169
C 1.503 2.638 0.238
C 1.686 4.000 0.273
C 0.618 4.863 0.516
C -0.615 4.266 0.722
C -0.736 2.894 0.654
N 0.282 2.072 0.379
C 0.851 6.359 0.630
C 1.631 6.853 -0.597
C 1.674 6.603 1.905
C -0.464 7.132 0.729
H 8.102 1.052 1.553
H 6.978 -0.298 1.457
H 6.553 1.135 2.397
H 8.164 1.108 -1.007
H 6.669 1.311 -1.925
H 6.995 -0.209 -1.085
H 7.743 3.139 0.321
H 6.238 3.394 1.195
H 6.268 3.458 -0.579
H 5.253 -1.045 0.212
H 2.869 -1.567 0.106
H 4.203 3.106 0.213
H 2.681 4.401 0.151
H -1.492 4.844 0.966
H -1.686 2.445 0.852
H 2.634 6.428 -0.646
H 1.741 7.936 -0.543
H 1.110 6.611 -1.524
H 2.630 6.079 1.872
H 1.136 6.266 2.791
H 1.877 7.669 2.010
H -1.115 6.934 -0.125
H -0.253 8.200 0.744
H -1.007 6.895 1.644
C -2.691 -0.039 0.965
C -4.176 -0.077 0.525
N -4.296 -0.447 -0.880
C -3.666 0.565 -1.712
C -2.179 0.764 -1.315
N -1.810 -0.200 -0.237
C -2.089 -1.571 -0.760
C -3.596 -1.709 -1.091
H -2.447 -0.857 1.639
H -2.451 0.872 1.497
H -4.649 0.895 0.672
H -4.724 -0.804 1.123
H -4.212 1.503 -1.604
H -3.745 0.253 -2.753
H -2.012 1.774 -0.962
H -1.507 0.586 -2.157
H -1.776 -2.279 0.001
H -1.458 -1.735 -1.631
H -4.056 -2.472 -0.462
H -3.732 -2.010 -2.130
F -0.411 -2.450 5.116
C -0.887 -1.556 4.265
F -1.893 -0.904 4.823
F -1.344 -2.201 3.187
S 0.477 -0.376 3.756
O 0.119 -0.060 2.360
O 1.692 -1.095 3.950
N 0.303 0.865 4.670
S -0.061 2.272 3.996
O -1.384 2.328 3.427
O 1.028 2.805 3.218
C -0.132 3.293 5.526
F 0.992 3.200 6.217
F -0.304 4.560 5.144
F -1.149 2.928 6.289
C -0.381 -6.345 -0.541
C -1.273 -5.136 -0.762
C -2.235 -4.970 0.407
C -2.028 -5.258 -2.076
O -0.515 -3.915 -0.865
Si 0.859 -3.317 -0.233
O 0.520 -1.742 0.059
O 1.255 -4.049 1.145
C 2.406 -4.580 1.835
C 3.061 -5.682 1.011
C 3.400 -3.452 2.076
C 1.874 -5.119 3.152
O 2.141 -3.413 -1.239
C 2.282 -3.155 -2.639
C 3.732 -2.744 -2.852
C 1.341 -2.036 -3.068
C 1.969 -4.441 -3.391
H -0.971 -7.257 -0.626
H 0.060 -6.316 0.451
H 0.418 -6.384 -1.281
H -2.796 -5.889 0.579
H -2.949 -4.168 0.208
H -1.680 -4.729 1.315
H -2.713 -6.105 -2.043
H -1.341 -5.405 -2.909
H -2.609 -4.353 -2.260
H 3.304 -5.318 0.013
H 2.413 -6.550 0.920
H 3.983 -6.001 1.498
H 3.924 -3.201 1.150
H 4.150 -3.763 2.804
H 2.894 -2.568 2.466
H 1.093 -5.857 2.968
H 1.455 -4.311 3.753
H 2.675 -5.595 3.718
H 3.937 -1.775 -2.392
H 3.954 -2.669 -3.917
H 4.398 -3.486 -2.411
H 1.482 -1.154 -2.431
H 0.299 -2.356 -3.006
H 1.553 -1.750 -4.098
H 2.620 -5.246 -3.048
H 2.118 -4.306 -4.463
H 0.933 -4.735 -3.222
```

Computed properties:
- energy above the lowest of the compared OMol25 structures with the same formula, charge and spin (kJ/mol) = 82.7
- lowest unoccupied orbital energy (alpha / beta) (eV) = -4.08 / -3.77
- spin multiplicity = 5
- frontier orbital gap (alpha / beta) (eV) = 7.2 / 7.5
- net charge = +1
- <S²> = 6.047

=====

A cluster of 6 separate species, C38H65FN2O19 in total, computed with ωB97M-V with the def2-TZVPD basis set.

XYZ file:
```
125
C38H65FN2O19, DFT ωB97M-V with the def2-TZVPD basis set
C -0.974 -3.644 -1.411
C -2.099 -4.773 -1.607
O -2.327 -5.543 -0.619
N -2.893 -4.936 -2.873
C -4.328 -4.883 -2.426
C -5.373 -4.494 -3.568
C -5.156 -3.059 -4.248
C -4.301 -2.009 -3.401
C -5.103 -1.244 -2.240
C -6.726 -1.221 -2.323
C -7.530 0.040 -2.677
C -9.085 0.138 -2.779
C -9.764 -1.252 -2.476
C -8.802 -2.405 -2.139
N -7.392 -2.441 -2.034
O -4.934 -1.843 -0.900
C -5.137 -0.751 0.031
O -5.230 -0.854 1.260
O -5.188 0.517 -0.690
C -4.392 0.175 -1.868
F -3.152 -0.253 -1.213
C -4.246 1.284 -3.006
C -2.740 1.712 -3.353
C -1.792 0.522 -3.864
C -2.857 2.758 -4.605
H -0.050 -4.139 -0.959
H -0.794 -3.179 -2.444
H -1.414 -2.859 -0.684
H -2.651 -5.902 -3.171
H -4.370 -4.241 -1.484
H -4.604 -5.955 -2.084
H -6.449 -4.667 -3.184
H -5.242 -5.279 -4.411
H -6.194 -2.674 -4.564
H -4.586 -3.218 -5.243
H -3.337 -2.414 -2.946
H -3.971 -1.185 -4.145
H -6.932 1.005 -2.867
H -9.661 1.088 -3.010
H -10.899 -1.381 -2.494
H -9.325 -3.414 -1.938
H -4.849 0.988 -3.946
H -4.771 2.236 -2.606
H -2.245 2.324 -2.512
H -1.736 0.438 -5.007
H -0.716 0.790 -3.526
H -2.011 -0.500 -3.411
H -3.732 3.457 -4.380
H -1.870 3.288 -4.824
H -3.115 2.138 -5.544
C -0.775 8.990 -4.694
C -0.724 7.730 -3.851
O -0.218 6.622 -4.609
C 1.112 6.608 -4.796
O 1.897 7.425 -4.381
O 1.415 5.536 -5.549
C 2.793 5.455 -5.908
H -1.340 8.815 -5.613
H -1.244 9.806 -4.140
H 0.226 9.310 -4.993
H -1.736 7.461 -3.541
H -0.135 7.876 -2.941
H 3.437 5.511 -5.029
H 3.038 6.250 -6.616
H 2.957 4.494 -6.396
C 2.962 9.957 -2.230
C 3.041 11.418 -1.833
O 1.935 11.787 -0.997
C 2.019 11.386 0.282
O 2.929 10.767 0.776
O 0.897 11.777 0.914
C 0.811 11.326 2.264
H 1.994 9.735 -2.688
H 3.755 9.705 -2.938
H 3.059 9.302 -1.361
H 2.979 12.041 -2.728
H 3.991 11.653 -1.343
H 1.700 11.605 2.834
H 0.665 10.244 2.285
H -0.057 11.802 2.722
C 1.483 0.271 0.711
C 1.377 -0.765 -0.392
O 2.439 -0.614 -1.345
C 3.635 -1.082 -0.954
O 3.881 -1.615 0.101
O 4.520 -0.833 -1.936
C 5.860 -1.192 -1.607
H 1.531 1.278 0.288
H 0.623 0.209 1.382
H 2.390 0.131 1.303
H 0.442 -0.619 -0.937
H 1.360 -1.783 0.009
H 5.924 -2.231 -1.277
H 6.246 -0.519 -0.838
H 6.468 -1.078 -2.505
C 4.093 -2.337 2.881
C 4.839 -2.327 4.201
O 4.031 -2.871 5.256
C 3.926 -4.209 5.272
O 4.450 -4.974 4.499
O 3.114 -4.551 6.288
C 2.836 -5.948 6.359
H 3.130 -1.828 2.980
H 4.676 -1.841 2.105
H 3.881 -3.356 2.550
H 5.066 -1.296 4.481
H 5.791 -2.860 4.131
H 3.755 -6.537 6.377
H 2.206 -6.242 5.516
H 2.287 -6.137 7.283
C 6.111 -6.810 9.491
C 4.948 -7.064 10.431
O 4.224 -8.241 10.047
C 4.805 -9.408 10.372
O 5.852 -9.544 10.956
O 4.025 -10.402 9.913
C 4.577 -11.703 10.106
H 5.766 -6.775 8.454
H 6.603 -5.865 9.733
H 6.854 -7.607 9.552
H 4.246 -6.229 10.371
H 5.276 -7.134 11.472
H 4.850 -11.869 11.150
H 5.445 -11.837 9.455
H 3.818 -12.435 9.826
```

Computed properties:
- structure (SMILES) = CC(=O)NCCCC[C@@]1(c2ccccn2)OC(=O)O[C@]1(F)CC(C)C.CCOC(=O)OC.CCOC(=O)OC.CCOC(=O)OC.CCOC(=O)OC.CCOC(=O)OC
- lowest unoccupied orbital energy (eV) = -0.09
- frontier orbital gap (eV) = 9.3

=====

A structure of composition C38H68AsBrN3OPSSi4Sn, computed with ωB97M-V with the def2-TZVPD basis set.

XYZ file:
```
119
C38H68AsBrN3OPSSi4Sn, DFT ωB97M-V with the def2-TZVPD basis set
Sn 7.228 3.388 16.922
Br 4.976 4.392 26.186
O 7.912 5.332 16.976
S -2.555 -2.326 24.518
C -3.221 -3.125 25.928
N -3.589 -3.586 26.943
N 4.035 3.942 22.864
C 3.361 3.814 21.518
C 3.198 5.134 20.651
N 3.374 6.186 21.392
C 2.695 6.206 22.693
C 3.001 4.883 23.604
H 4.940 4.343 22.710
H 4.247 3.013 23.393
H 2.498 3.334 21.888
H 3.998 2.960 20.958
H 2.230 4.697 20.199
H 3.965 4.992 20.072
H 4.067 6.950 21.082
H 1.722 6.682 22.200
H 3.353 6.863 23.356
H 2.385 4.322 24.118
H 3.775 5.324 24.266
C 12.811 1.991 24.464
C 11.471 3.032 24.422
As 11.937 3.628 22.316
C 12.367 5.262 22.350
C 13.683 5.208 21.034
C 12.695 11.467 20.697
C 13.547 10.759 21.494
H 12.465 0.974 24.837
H 13.708 2.052 25.091
H 13.858 1.871 23.483
H 11.374 3.348 25.539
H 10.636 2.413 24.011
H 12.286 6.234 22.352
H 8.385 5.738 16.273
H 13.869 6.051 20.445
H 13.678 4.636 20.211
H 14.531 5.287 21.679
H 11.735 11.341 20.591
H 12.813 12.740 20.737
H 13.807 11.740 21.648
H 11.413 6.104 27.376
H 9.555 5.979 18.441
C 5.437 -5.881 16.793
C 4.631 -4.817 17.343
C 5.369 -3.766 18.200
C 6.576 -3.931 18.610
C 7.359 -4.956 18.039
C 6.779 -5.910 17.215
P 7.387 -2.552 19.545
C 6.416 -2.502 21.121
C 5.923 -3.664 21.752
C 5.580 -3.725 23.086
C 5.483 -2.763 23.895
C 5.635 -1.455 23.289
C 6.376 -1.322 21.876
C 8.868 -3.250 20.354
C 8.745 -4.432 20.983
C 9.773 -4.878 21.887
C 11.075 -4.293 21.731
C 11.277 -3.251 20.819
C 10.088 -2.729 20.278
H 5.138 -6.640 16.101
H 3.550 -4.987 17.025
H 4.697 -3.193 18.793
H 8.396 -5.216 18.487
H 7.550 -6.467 16.449
H 5.619 -4.468 21.054
H 5.532 -4.745 23.526
H 5.211 -2.561 25.129
H 5.353 -0.341 23.484
H 6.272 -0.370 21.551
H 8.168 -5.245 20.739
H 9.920 -5.734 22.591
H 12.105 -4.620 22.142
H 12.324 -3.135 20.766
H 10.439 -1.719 19.877
C 5.297 7.481 13.576
Si 5.543 6.194 12.377
C 4.017 5.025 12.504
C 6.312 6.072 10.871
Si 8.219 2.914 14.064
Si 0.573 1.783 12.563
C 1.877 0.539 12.342
C 2.589 4.480 8.329
C 0.687 3.068 11.177
Si 6.149 1.342 13.341
C 5.245 0.584 11.853
C 5.593 0.233 14.859
C 8.016 1.001 12.987
H 4.310 7.660 13.294
H 5.516 8.605 13.803
H 5.221 7.112 14.507
H 3.704 5.142 13.509
H 3.924 3.826 12.283
H 3.342 5.625 11.861
H 5.878 5.104 10.113
H 11.781 6.722 26.709
H 7.257 5.968 10.526
H 2.755 0.382 12.761
H 2.099 0.483 11.219
H 1.304 -0.494 12.128
H 2.040 3.438 8.153
H 3.216 3.887 8.783
H 2.854 3.975 7.322
H 1.098 3.332 10.097
H 1.605 3.688 11.874
H -0.247 3.369 10.745
H 4.313 1.305 11.035
H 4.295 -0.085 12.289
H 5.292 -0.092 11.082
H 5.019 -0.745 14.625
H 5.242 0.762 15.818
H 6.678 0.139 15.322
H 6.995 3.255 12.825
H 7.942 1.009 11.965
H 8.766 0.244 12.940
```

Computed properties:
- energy above the lowest of the compared OMol25 structures with the same formula, charge and spin (kJ/mol) = 3535.1
- lowest unoccupied orbital energy (alpha / beta) (eV) = 0.78 / -0.48
- frontier orbital gap (alpha / beta) (eV) = 2.7 / 1.4
- net charge = -2

=====

A cluster of 5 separate species, C38H68BrClN2O7 in total, computed with ωB97M-V with the def2-TZVPD basis set.

XYZ file:
```
117
C38H68BrClN2O7, DFT ωB97M-V with the def2-TZVPD basis set
C 4.777 1.537 6.696
C 4.131 0.120 6.137
C 2.516 0.245 5.854
C 1.698 -1.177 5.908
C 1.367 -1.839 4.441
C 2.677 -2.379 3.615
C 3.362 -1.250 2.617
C 2.469 -1.017 1.261
C 1.259 0.129 1.112
O 0.962 1.008 2.291
C 2.146 1.930 2.299
N 3.240 2.612 2.546
C 0.385 0.313 -0.303
C -0.843 1.442 -0.369
Br -0.242 3.303 0.059
C -2.012 0.869 0.679
C -3.112 2.007 1.105
C 0.724 -0.616 -1.651
C 1.944 -1.696 -1.481
C 2.767 -1.906 -0.081
C 3.850 -3.082 -0.432
O 4.416 -4.006 0.383
N 4.045 -2.933 -1.955
C 5.048 -1.829 -2.195
C 5.079 -1.224 -3.717
C 5.734 0.309 -3.577
Cl 5.792 1.230 -5.184
C 2.645 -2.766 -2.502
O 2.090 -3.343 -3.576
H 4.070 2.084 7.464
H 5.814 1.272 7.215
H 5.014 2.277 5.791
H 4.277 -0.705 6.966
H 4.668 -0.206 5.149
H 2.083 0.952 6.713
H 2.303 0.805 4.847
H 2.257 -1.916 6.638
H 0.641 -0.930 6.405
H 0.688 -1.094 3.819
H 0.681 -2.785 4.652
H 3.480 -2.824 4.377
H 2.327 -3.279 2.939
H 3.612 -0.266 3.218
H 4.407 -1.695 2.279
H -1.360 1.402 -1.444
H -2.489 -0.080 0.152
H -1.519 0.466 1.685
H -2.749 2.448 2.152
H -4.143 1.462 1.344
H -3.243 2.882 0.336
H 0.158 -0.525 -2.671
H 4.980 -0.921 -1.460
H 6.123 -2.313 -2.009
H 5.851 -1.809 -4.412
H 4.034 -1.065 -4.217
H 6.747 0.286 -2.979
H 4.963 0.888 -2.873
C -7.175 1.233 5.513
C -6.000 0.838 4.637
O -5.584 1.871 3.744
C -5.149 3.089 4.343
C -3.955 2.918 5.267
H -8.029 1.534 4.897
H -7.478 0.392 6.146
H -6.932 2.073 6.167
H -6.295 -0.013 4.013
H -5.152 0.496 5.240
H -5.983 3.573 4.860
H -4.867 3.757 3.523
H -4.184 2.268 6.114
H -3.639 3.888 5.665
H -3.115 2.468 4.727
C -8.691 0.614 -1.737
C -7.313 0.712 -1.108
O -6.646 1.942 -1.390
C -7.293 3.131 -0.944
C -7.504 3.179 0.559
H -8.628 0.742 -2.823
H -9.139 -0.363 -1.524
H -9.369 1.381 -1.357
H -6.682 -0.085 -1.516
H -7.357 0.546 -0.026
H -8.238 3.270 -1.480
H -6.649 3.966 -1.236
H -8.153 2.372 0.908
H -7.965 4.129 0.850
H -6.547 3.078 1.083
C 0.771 -8.578 -5.754
C 1.844 -8.268 -6.783
O 1.700 -6.982 -7.384
C 1.756 -5.861 -6.505
C 3.068 -5.751 -5.747
H -0.224 -8.507 -6.205
H 0.906 -9.590 -5.357
H 0.799 -7.883 -4.913
H 1.777 -9.000 -7.594
H 2.847 -8.374 -6.356
H 0.903 -5.876 -5.820
H 1.634 -4.969 -7.128
H 3.237 -6.613 -5.097
H 3.072 -4.853 -5.120
H 3.911 -5.698 -6.445
C 4.343 5.133 -3.365
C 3.589 4.298 -4.386
O 2.807 3.256 -3.802
C 1.786 3.663 -2.895
C 0.747 4.577 -3.521
H 4.996 4.498 -2.757
H 4.957 5.887 -3.869
H 3.666 5.653 -2.684
H 4.314 3.810 -5.047
H 2.962 4.926 -5.028
H 2.232 4.123 -2.006
H 1.290 2.749 -2.552
H 1.185 5.514 -3.872
H -0.033 4.824 -2.794
H 0.281 4.090 -4.386
```

Computed properties:
- energy above the lowest of the compared OMol25 structures with the same formula, charge and spin (kJ/mol) = 1739.6
- structure (SMILES) = CCCCCCCc1c(OC#N)c([C@H](Br)CC)cc2c1C(=O)N(CCCCl)C2=O.CCOCC.CCOCC.CCOCC.CCOCC
- lowest unoccupied orbital energy (eV) = -1.72
- frontier orbital gap (eV) = 7.6

=====

no.,maximum force (eV/Å)
1,0.48
2,5.84
3,13.10
4,11.95